[1]
DFT (the ωB97M-V functional and the def2-TZVPD basis) results for C17H14FeN3O3 as an isolated structure at a distorted geometry.

The expectation value of S² is 6.08. The calculation puts the HOMO energy (spin up / spin down) at -8.90 / -10.75 eV. As for the energy above the lowest of the compared OMol25 structures with the same formula, charge and spin: 1.78 kcal/mol. The value obtained for the maximum force is 6.634 eV Å⁻¹. For the calculated total energy, the calculation gives -2309.426361 Eh.

```
! wB97M-V def2-TZVPD RIJCOSX def2/J DEFGRID3
* xyz 1 5
C 1.45 -4.01 -0.42
N 0.35 -3.09 -0.42
N 0.66 -1.80 -0.41
N -0.50 -1.14 -0.50
C -1.58 -2.00 -0.42
C -1.05 -3.28 -0.44
C -1.88 -4.41 -0.51
C -3.26 -4.13 -0.55
C -3.78 -2.83 -0.45
C -2.94 -1.71 -0.38
H 1.10 -5.05 -0.44
H 2.08 -3.81 -1.29
H 2.06 -3.84 0.48
H -1.44 -5.41 -0.55
H -3.96 -4.95 -0.65
H -4.86 -2.68 -0.44
H -3.28 -0.67 -0.32
O 3.25 6.33 1.72
C 2.84 5.38 1.18
Fe 1.67 4.14 0.95
C 1.06 4.06 2.60
O 0.52 3.98 3.63
C 0.25 5.14 0.61
O -0.76 5.74 0.64
C -0.52 0.25 -0.29
C -0.10 1.03 -1.50
C 0.68 2.15 -1.58
C 1.71 2.72 -0.74
C 2.28 2.08 0.42
C 1.60 0.97 1.09
C 0.32 0.55 0.95
H -1.58 0.48 -0.07
H -0.58 0.68 -2.42
H 0.54 2.74 -2.51
H 2.29 3.53 -1.24
H 3.39 2.15 0.57
H 2.20 0.51 1.89
H -0.22 0.19 1.84
*
```



[2]
DFT (the ωB97M-V functional and the def2-TZVPD basis) results for C17H14N6Se5TeTi as an isolated structure at a distorted geometry.

The expectation value of S² is 2.02. The calculation puts the HOMO energy (spin up / spin down) at -5.10 / -7.52 eV. The value obtained for the maximum force is 3.110 eV Å⁻¹. For the calculated total energy, the calculation gives -14109.472053 Eh.

```
! wB97M-V def2-TZVPD RIJCOSX def2/J DEFGRID3
* xyz 0 3
Ti -1.01 -1.80 0.45
Se -1.22 -1.43 2.90
Se -3.11 -2.23 1.70
Te -2.51 -4.83 1.06
Se -0.33 -4.06 -0.15
Se 4.01 -0.84 -5.47
N 2.14 -0.88 -5.34
C 1.82 -0.79 -4.06
C 0.48 -0.81 -3.56
C -0.63 -0.89 -4.39
C -1.87 -0.90 -3.79
C -2.00 -1.16 -2.42
N -0.96 -1.06 -1.57
C 0.29 -0.92 -2.16
C 1.36 -0.92 -1.20
N 1.04 -1.13 0.09
C 2.04 -1.22 0.97
C 3.37 -1.13 0.53
C 3.70 -0.85 -0.80
C 2.67 -0.76 -1.70
C 2.91 -0.70 -3.12
N 4.13 -0.67 -3.61
H -0.57 -0.94 -5.45
H -2.80 -0.56 -4.32
H -3.05 -1.22 -2.00
H 1.82 -1.27 2.03
H 4.14 -1.39 1.22
H 4.71 -0.74 -1.11
C -3.72 1.73 3.02
N -2.25 1.90 3.18
C -1.61 2.50 4.31
C -0.35 2.75 3.89
N -0.19 2.31 2.58
C 0.98 2.77 1.84
C -1.40 1.83 2.14
Se -1.77 1.08 0.44
H -4.22 2.03 3.97
H -3.94 0.64 2.91
H -4.16 2.30 2.16
H -2.16 2.57 5.20
H 0.46 3.08 4.52
H 0.73 3.71 1.35
H 1.25 1.96 1.18
H 1.79 2.95 2.56
*
```



[3]
DFT (the ωB97M-V functional and the def2-TZVPD basis) results for C17H15AgF6IN2O2PSbSe2Te2 as an isolated structure.

The expectation value of S² is 0.76. The calculation puts the HOMO energy (spin up / spin down) at -2.07 / -2.05 eV. As for the energy above the lowest of the compared OMol25 structures with the same formula, charge and spin: 3.95 kcal/mol. The value obtained for the maximum force is 0.316 eV Å⁻¹. For the calculated total energy, the calculation gives -7881.528898 Eh.

```
! wB97M-V def2-TZVPD RIJCOSX def2/J DEFGRID3
* xyz -2 2
Ag 0.80 1.37 2.08
Se 1.13 2.63 4.36
Te -1.23 2.21 5.13
Te -2.14 1.69 2.63
Se -2.84 3.83 1.82
O 4.88 0.10 0.18
C 3.77 0.54 0.51
O 3.19 0.43 1.63
C 2.97 1.32 -0.57
P 1.16 1.17 -0.35
C 0.47 2.24 -1.65
C -0.56 3.11 -1.31
C -1.16 3.91 -2.27
C -0.72 3.86 -3.58
C 0.31 3.00 -3.94
C 0.90 2.19 -2.98
C 0.79 -0.50 -0.98
C 1.57 -1.59 -0.59
C 1.20 -2.88 -0.94
C 0.05 -3.11 -1.67
C -0.74 -2.03 -2.06
C -0.37 -0.74 -1.72
H 3.30 0.99 -1.56
H 3.21 2.38 -0.46
H -0.92 3.15 -0.28
H -1.97 4.57 -1.98
H -1.18 4.49 -4.33
H 0.65 2.95 -4.96
H 1.68 1.50 -3.26
H 2.46 -1.45 0.00
H 1.82 -3.72 -0.62
H -0.26 -4.12 -1.92
H -1.67 -2.19 -2.59
H -1.02 0.08 -1.99
I -0.16 -5.15 3.51
C 0.51 -3.24 3.17
C 1.82 -2.84 3.01
N 1.79 -1.52 2.81
N 0.54 -1.04 2.82
C -0.26 -2.07 3.03
H 2.74 -3.39 3.02
H 2.55 -0.88 2.52
H -1.33 -1.94 3.07
F -2.23 -0.60 0.39
Sb -3.97 -1.34 0.46
F -4.64 0.42 0.66
F -5.73 -2.04 0.56
F -4.13 -1.22 -1.42
F -3.29 -3.10 0.29
F -3.78 -1.44 2.35
*
```



[4]
DFT (the ωB97M-V functional and the def2-TZVPD basis) results for C17H15AuN5OS as an isolated structure at a distorted geometry.

The calculation puts the HOMO energy (spin up / spin down) at -11.48 / -11.50 eV. As for the energy above the lowest of the compared OMol25 structures with the same formula, charge and spin: 50.47 kcal/mol. The value obtained for the maximum force is 1.064 eV Å⁻¹. For the calculated total energy, the calculation gives -1539.452229 Eh.

```
! wB97M-V def2-TZVPD RIJCOSX def2/J DEFGRID3
* xyz 1 1
Au 1.50 -0.45 -0.05
O 1.14 3.26 1.46
C 1.18 2.06 1.26
N 2.11 1.41 0.53
C 3.00 2.05 -0.42
C 3.55 1.02 -1.37
C 4.59 1.31 -2.23
C 5.07 0.34 -3.09
C 4.50 -0.93 -3.07
C 3.46 -1.17 -2.20
N 3.01 -0.22 -1.37
C 0.16 1.11 1.85
C -0.74 1.53 2.81
C -1.64 0.61 3.33
C -1.62 -0.70 2.86
C -0.71 -1.05 1.89
N 0.16 -0.16 1.41
H 3.83 2.54 0.09
H 2.48 2.82 -0.99
H 5.02 2.30 -2.22
H 5.88 0.56 -3.77
H 4.84 -1.72 -3.73
H 2.97 -2.14 -2.14
H -0.70 2.57 3.12
H -2.34 0.91 4.09
H -2.31 -1.44 3.24
H -0.67 -2.05 1.47
C -4.62 -2.87 -0.45
C -3.88 -1.58 -0.30
C -4.38 -0.51 0.42
C -3.59 0.63 0.50
N -2.41 0.72 -0.10
C -2.02 -0.35 -0.78
S -0.47 -0.23 -1.64
N -2.68 -1.51 -0.88
H -5.66 -2.77 -0.14
H -4.15 -3.65 0.16
H -4.58 -3.20 -1.49
H -5.35 -0.55 0.90
H -3.92 1.50 1.06
*
```